16
Properties=species:S:1:pos:R:3:forces:R:3:mulliken_charge:R:1 method="wB97M-V/def2-TZVPD" smiles="C[C@]12C=N[NH+]=CN1C2" homo_ev=-14.6 relative_energy_kj_mol=397.0 homo_lumo_gap_ev=9.71 energy_ev=-9774.42756 e_lumo_ev=-4.9 total_charge=+1
C 1.584 -0.057 -0.659 -0.57 0.31 1.21 -1.268
C 0.136 -0.408 -0.243 -0.90 1.99 -2.02 0.915
C -0.921 -0.041 -1.447 1.89 -0.06 4.44 -0.143
N -1.645 0.970 -1.220 -1.17 -0.01 -2.76 -0.489
N -1.815 1.590 -0.026 0.64 -0.93 2.48 0.079
C -1.423 0.995 1.097 2.04 -0.38 -2.62 -0.071
N -0.376 0.230 0.984 0.84 -1.28 -0.02 -0.184
C -0.098 -1.212 0.987 2.25 0.12 1.26 -0.651
H 1.796 0.836 -1.273 -1.03 -0.08 0.27 0.333
H 1.875 -0.883 -1.316 0.78 -0.17 0.83 0.349
H 2.071 0.171 0.338 0.34 -1.02 -1.37 0.362
H -0.817 -0.619 -2.343 -0.57 0.33 -0.67 0.463
H -2.468 2.327 0.144 -0.64 0.47 -1.33 0.270
H -1.817 1.160 2.033 -1.22 0.62 1.90 0.465
H -0.889 -1.819 1.202 -2.68 -1.32 -0.48 0.331
H 0.680 -1.664 1.670 0.00 1.41 -1.09 0.241

---

24
Properties=species:S:1:pos:R:3:forces:R:3:mulliken_charge:R:1 method="wB97M-V/def2-TZVPD" homo_ev="-16.1 / -16.1" relative_energy_kj_mol=0.0 homo_lumo_gap_ev="6.44 / 6.44" energy_ev=-37134.39437 e_lumo_ev="-9.7 / -9.7" total_charge=+2
O 5.091 1.576 -0.034 -1.97 -0.26 -3.58 -0.167
C 4.525 1.501 -1.041 1.92 0.25 3.57 0.171
Tl -0.249 0.282 -1.903 0.43 -0.27 2.13 0.806
O -0.298 2.913 0.845 -0.22 -2.24 -2.05 -0.036
C -0.383 2.085 0.068 0.12 2.16 2.08 0.132
C -2.741 0.978 -2.891 -3.09 0.52 -1.09 0.134
O -3.792 1.190 -3.285 3.25 -0.62 1.19 -0.020
C 0.309 -0.113 -4.590 0.39 -0.11 -5.91 0.154
O 0.279 0.207 -5.683 0.03 -0.51 2.90 -0.031
C 0.245 2.934 -2.949 0.64 3.20 -1.01 0.104
O 0.496 4.007 -3.244 -0.63 -2.83 0.78 -0.058
H 0.884 -0.329 -3.094 -0.38 0.85 0.31 0.281
S 0.249 -1.982 -0.602 -0.52 0.33 0.39 -0.361
C -0.071 -1.545 1.018 -0.11 -0.32 2.13 0.267
N -1.191 -0.983 1.535 0.65 -0.13 -1.53 -0.027
C -1.225 -1.067 2.986 -0.99 0.40 0.42 -0.444
C 0.158 -1.574 3.350 0.04 0.15 0.78 -0.401
N 0.743 -1.826 2.051 0.11 -0.23 -1.41 -0.115
H -2.009 -0.858 0.957 -0.02 -0.21 0.23 0.242
H -2.025 -1.730 3.307 0.02 -0.15 -0.04 0.292
H -1.440 -0.091 3.407 0.06 0.13 0.10 0.273
H 0.100 -2.481 3.957 0.19 0.12 -0.16 0.307
H 0.714 -0.809 3.901 0.10 -0.24 -0.12 0.289
H 1.633 -2.286 1.935 -0.03 0.02 -0.11 0.207